This record from OMol25 describes an isolated ion of composition C4H10NO and charge +1 at a distorted geometry. The level of theory is ωB97M-V with the def2-TZVPD basis set.

**HOMO energy**: -14.080 eV
**Charge**: +1

Atoms and positions in Å:
O (-2.00, 0.90, -0.08)
C (-1.93, -0.46, 0.14)
C (-0.39, -0.84, -0.28)
C (0.46, 0.34, -0.04)
C (1.57, 0.45, 0.89)
N (1.89, 0.34, -0.51)
H (-2.79, 1.20, -0.56)
H (-2.68, -0.98, -0.33)
H (-1.83, -0.64, 1.27)
H (-0.33, -1.88, 0.15)
H (-0.25, -1.11, -1.32)
H (0.04, 1.32, -0.38)
H (1.81, 1.33, 1.37)
H (2.01, -0.40, 1.59)
H (2.29, 1.11, -1.02)
H (2.12, -0.69, -0.89)

These are the natural (NBO) partial charges, in e, on atoms 1 to 8: -0.746, -0.010, -0.503, -0.029, -0.227, -0.537, 0.504, 0.200



This record from OMol25 describes an isolated ion of composition C18H26NO2 and charge +1 at a distorted geometry. The level of theory is ωB97M-V with the def2-TZVPD basis set.

**HOMO energy**: -11.189 eV
**Charge**: +1

Atoms and positions in Å:
O (-0.03, -1.36, -0.43)
C (0.76, -0.68, -0.13)
O (1.25, -0.63, 1.10)
C (0.72, -1.33, 2.07)
C (-0.68, -0.92, 2.41)
N (-1.56, -1.55, 1.57)
C (-2.98, -1.22, 1.30)
C (-3.67, -1.69, 2.55)
C (-2.96, -3.10, 2.79)
C (-1.94, -3.19, 1.83)
C (1.65, 0.40, -1.12)
C (0.53, 1.28, -1.37)
C (0.36, 2.15, 0.06)
C (-0.58, 3.44, 0.11)
C (-1.11, 3.56, -0.99)
C (-0.98, 3.14, -2.15)
C (-0.23, 1.97, -2.20)
C (1.77, -0.54, -2.52)
C (2.73, 0.22, -3.35)
C (3.85, 0.41, -2.07)
C (3.17, 0.92, -0.76)
H (0.72, -2.31, 1.65)
H (1.53, -1.16, 2.95)
H (-0.88, 0.03, 2.22)
H (-0.67, -1.28, 3.49)
H (-0.99, -1.71, 0.63)
H (-3.40, -1.45, 0.55)
H (-2.91, -0.24, 1.36)
H (-3.57, -0.97, 3.51)
H (-4.57, -1.84, 2.47)
H (-2.87, -3.03, 3.89)
H (-3.68, -3.90, 2.83)
H (-2.10, -3.61, 1.12)
H (-1.10, -3.48, 2.43)
H (0.96, 1.99, 0.85)
H (-0.61, 3.94, 1.01)
H (-1.82, 4.53, -0.88)
H (-1.67, 3.32, -3.17)
H (-0.09, 1.32, -3.26)
H (1.75, -1.47, -2.31)
H (0.62, -0.31, -3.08)
H (2.67, 1.41, -3.37)
H (3.29, -0.26, -4.19)
H (4.49, -0.53, -1.90)
H (4.56, 1.25, -2.07)
H (2.98, 1.97, -0.75)
H (3.24, 0.47, 0.04)

These are the natural (NBO) partial charges, in e, on atoms 1 to 8: -0.590, 0.885, -0.517, -0.075, -0.278, -0.386, -0.199, -0.344



This record from OMol25 describes a 2-piece molecular cluster, C3H4N2O3 overall at a distorted geometry. The level of theory is ωB97M-V with the def2-TZVPD basis set.

**⟨S²⟩**: 2.017
**HOMO energy (spin up / spin down)**: -7.865 / -11.221 eV
**2S+1**: 3
**Charge**: 0

Atoms and positions in Å:
C (-0.77, 1.41, -0.44)
C (0.29, -0.58, -1.48)
C (-0.46, 0.01, -0.52)
N (-0.93, 2.54, -0.38)
N (-1.22, -0.79, 0.35)
O (-1.37, -1.95, 0.05)
O (-1.56, -0.29, 1.37)
O (1.34, 0.10, 1.52)
H (0.95, -0.02, -2.06)
H (0.50, -1.58, -1.64)
H (1.95, 0.53, 0.96)
H (1.29, 0.62, 2.29)

These are the natural (NBO) partial charges, in e, on atoms 1 to 8: 0.212, -0.295, 0.131, -0.211, 0.472, -0.378, -0.367, -0.925



This record from OMol25 describes C3H5N5 in the gas phase at a distorted geometry. The level of theory is ωB97M-V with the def2-TZVPD basis set.

**HOMO energy**: -9.134 eV
**Charge**: 0

Atoms and positions in Å:
H (2.69, 1.30, -0.40)
N (1.63, 1.29, -0.29)
C (1.03, 0.13, -0.07)
N (1.94, -0.95, 0.24)
C (-0.43, -0.06, -0.04)
C (-1.13, 1.06, 0.13)
N (-2.42, 0.75, 0.03)
N (-2.43, -0.57, -0.06)
N (-1.16, -1.09, -0.24)
H (1.75, -2.08, 0.32)
H (2.95, -0.97, -0.13)
H (-1.12, 2.19, 0.84)
H (-3.29, -1.01, -0.33)

These are the natural (NBO) partial charges, in e, on atoms 1 to 8: 0.352, -0.689, 0.434, -0.871, -0.029, -0.041, -0.227, -0.179



This record from OMol25 describes C11H22N6O4 in the gas phase at a distorted geometry. The level of theory is ωB97M-V with the def2-TZVPD basis set.

**HOMO energy**: -8.701 eV
**Charge**: 0

Atoms and positions in Å:
H (-7.11, -0.66, -0.28)
N (-6.16, -0.50, -0.48)
C (-5.47, -0.08, 0.53)
N (-5.90, 0.20, 1.78)
N (-4.12, 0.34, 0.35)
C (-3.54, 0.56, -0.94)
C (-1.97, 0.53, -0.96)
C (-1.42, -0.83, -0.78)
C (0.10, -1.01, -0.55)
N (0.42, -2.30, -0.70)
C (0.59, -0.50, 0.82)
O (-0.04, -0.02, 1.70)
N (1.94, -0.50, 0.91)
C (3.05, -0.88, -0.02)
C (4.22, 0.07, 0.05)
C (4.07, 1.41, -0.65)
C (3.44, 2.45, 0.32)
N (3.05, 3.70, -0.25)
O (3.21, 2.22, 1.52)
C (3.54, -2.30, 0.36)
O (4.46, -2.86, -0.16)
O (2.80, -2.85, 1.30)
H (-5.20, 0.33, 2.50)
H (-6.66, -0.35, 2.26)
H (-3.72, 0.96, 1.08)
H (-3.90, -0.25, -1.59)
H (-3.91, 1.52, -1.43)
H (-1.54, 1.25, -0.27)
H (-1.70, 0.90, -1.92)
H (-1.88, -1.27, 0.16)
H (-1.74, -1.47, -1.54)
H (0.75, -0.41, -1.14)
H (0.01, -2.71, -1.51)
H (0.41, -2.81, 0.15)
H (2.16, 0.43, 1.34)
H (2.60, -0.97, -1.01)
H (5.13, -0.49, -0.25)
H (4.29, 0.26, 1.12)
H (3.41, 1.27, -1.43)
H (5.03, 1.77, -0.97)
H (2.41, 4.31, 0.32)
H (2.80, 3.72, -1.21)
H (2.10, -2.15, 1.47)

These are the natural (NBO) partial charges, in e, on atoms 1 to 8: 0.341, -0.796, 0.588, -0.831, -0.638, -0.201, -0.408, -0.409



This record from OMol25 describes C13H22N6O2SV as an isolated structure at a distorted geometry. The level of theory is ωB97M-V with the def2-TZVPD basis set.

**HOMO energy (spin up / spin down)**: -18.530 / -18.513 eV
**Charge**: +3

Atoms and positions in Å:
V (0.45, 0.58, 0.92)
N (0.12, -1.51, 0.65)
C (1.34, -2.37, 0.87)
C (2.57, -1.50, 0.66)
N (2.38, -0.17, 1.35)
C (2.60, -0.19, 2.85)
C (1.31, -0.48, 3.59)
N (0.24, 0.42, 3.03)
H (-0.18, -1.63, -0.32)
H (-0.66, -1.90, 1.19)
H (1.31, -2.77, 1.88)
H (1.36, -3.21, 0.19)
H (3.46, -2.00, 1.03)
H (2.72, -1.29, -0.40)
H (3.09, 0.45, 0.98)
H (3.36, -0.92, 3.11)
H (2.98, 0.79, 3.13)
H (0.98, -1.51, 3.47)
H (1.44, -0.30, 4.66)
H (-0.68, 0.11, 3.37)
H (0.36, 1.35, 3.42)
C (-4.76, -0.06, -0.01)
N (-3.62, -0.15, -0.95)
C (-3.69, -0.69, -2.23)
C (-2.48, -0.55, -2.79)
N (-1.67, 0.09, -1.84)
C (-2.40, 0.31, -0.72)
S (-1.91, 1.00, 0.78)
C (-0.43, 0.71, -2.19)
C (-0.26, 1.15, -3.49)
C (0.94, 1.74, -3.86)
C (1.94, 1.89, -2.90)
C (1.68, 1.44, -1.63)
N (0.53, 0.84, -1.26)
H (-5.50, -0.81, -0.30)
H (-5.20, 0.93, -0.06)
H (-4.42, -0.26, 1.00)
H (-4.59, -1.12, -2.63)
H (-2.13, -0.87, -3.75)
H (-1.07, 1.08, -4.20)
H (1.08, 2.09, -4.87)
H (2.88, 2.36, -3.13)
H (2.44, 1.58, -0.87)
O (0.86, 2.10, 1.08)
O (1.23, 3.26, 1.21)

These are the natural (NBO) partial charges, in e, on atoms 1 to 8: 1.274, -0.851, -0.246, -0.244, -0.630, -0.247, -0.240, -0.786



Values of energy, in order: -7838.553, -24648.613, -12290.461, -10638.984, -28894.574, -63367.520, all in eV.
Values of ΔE to the lowest compared entry with this formula, charge and spin, in order: 266.7, 1865.3, 143.7, 375.3, 247.6, 35.7, all in kJ/mol.